6 unconnected molecules or ions with the total composition C9H30N6O6, computed with ωB97M-V with the def2-TZVPD basis set.

Geometry (Å):
H1 7.30 -5.81 15.67
O1 7.54 -3.94 12.87
H2 4.87 -4.92 10.47
H3 5.96 -3.10 7.01
C1 7.19 -4.09 14.28
H4 7.87 -2.25 15.11
H5 6.36 1.67 11.20
H6 0.97 -7.76 8.59
C2 8.20 -3.28 15.06
H7 5.35 0.68 6.77
O2 4.90 1.72 13.26
H8 0.62 -7.40 12.42
H9 1.69 -3.29 4.49
H10 -0.23 -1.07 3.52
C3 0.67 -1.67 3.60
C4 0.76 -2.76 4.67
H11 8.41 -4.33 12.77
H12 7.95 -6.12 14.19
H13 4.13 -3.74 9.88
O3 4.70 -1.34 8.10
H14 3.01 0.26 12.66
O4 -0.39 -8.47 10.72
H15 9.18 -3.32 14.58
O5 4.00 -4.63 10.21
C5 5.62 -1.20 7.36
H16 6.94 0.09 6.42
O6 0.57 -2.21 5.99
H17 1.47 -0.95 3.74
C6 -0.37 -3.73 4.61
H18 8.15 -3.67 16.07
H19 5.24 0.60 10.40
H20 6.24 -3.57 14.33
H21 6.12 -5.87 14.34
H22 7.19 -1.97 6.48
H23 -1.36 -3.48 4.99
H24 1.74 -6.36 11.45
N1 1.11 -7.14 11.57
H25 -0.04 -4.55 5.24
C7 4.74 1.16 12.21
N2 0.91 -7.16 9.40
C8 0.51 -7.61 10.56
N3 5.53 1.10 11.22
C9 7.12 -5.56 14.63
H26 -0.52 -4.00 3.56
N4 6.01 -0.09 6.76
H27 1.39 -2.38 6.45
H28 1.75 -6.60 9.44
N5 6.29 -2.15 6.90
N6 3.73 0.35 11.97
H29 0.97 -2.08 2.64
H30 3.70 -0.08 11.05

- net charge = 0
- HOMO level (eV) = -9.3
- lowest unoccupied orbital energy (eV) = -0.04
- Kohn-Sham gap (eV) = 9.264
- structure (SMILES) = NC(N)=O.NC(N)=O.NC(N)=O.CC(C)O.CC(C)O.O
- 2S+1 = 1
- energy relative to the best compared isomer or geometry (same formula, charge and spin) (eV) = 3.415


10 unconnected molecules or ions with the total composition C32H43Br14N3O6, computed with ωB97M-V with the def2-TZVPD basis set.

Geometry (Å):
H1 -0.15 6.62 -4.50
H2 -3.69 -1.74 -1.20
O1 1.12 1.47 0.01
H3 4.72 2.52 -8.93
Br1 6.32 7.01 0.48
C1 1.42 -5.45 -0.22
H4 3.94 3.78 -7.75
C2 2.17 4.05 8.06
Br2 -0.32 8.87 0.95
O2 0.91 1.93 -2.09
H5 2.80 4.32 6.00
H6 -0.77 0.45 1.03
H7 5.68 6.03 -1.81
H8 2.33 4.23 -9.62
H9 1.09 4.22 7.96
C3 -7.10 -1.84 4.46
C4 4.15 3.43 -8.77
C5 -3.62 -11.65 -1.98
H10 -2.85 -0.90 1.01
H11 -7.42 0.28 4.60
C6 -1.91 5.76 -5.65
C7 -5.58 -10.39 -1.22
H12 -1.91 6.16 1.18
H13 0.39 6.43 1.90
O3 -3.39 -0.05 7.26
C8 -4.12 -12.80 -1.36
H14 -0.50 0.10 -3.30
C9 -5.55 -0.30 5.54
H15 -7.06 -11.61 -0.16
C10 -2.07 -0.96 -2.31
C11 -1.69 6.58 2.17
H16 -2.60 -11.72 -2.32
H17 3.48 -5.54 -0.34
O4 -2.95 -2.19 7.07
H18 3.15 2.96 -10.63
Br3 -0.55 8.36 -6.38
Br4 1.81 1.83 -8.76
C12 -4.24 -10.42 -1.78
Br5 -1.83 5.18 3.59
H19 2.28 3.30 8.84
H20 -4.55 -3.53 5.78
Br6 -3.19 5.10 -4.27
H21 5.00 7.60 -1.67
H22 -5.49 0.63 6.08
H23 -5.77 -13.63 -0.37
H24 8.48 1.21 2.15
C13 8.18 0.56 1.33
C14 7.20 7.61 -2.11
C15 -6.24 -2.86 4.70
Br7 5.27 4.79 -9.60
Br8 3.09 -5.04 2.09
H25 -1.34 4.95 -6.12
C16 -0.31 7.21 2.17
H26 -8.04 -2.00 3.95
N1 -6.29 -9.09 -1.18
C17 -1.11 0.03 0.10
N2 0.64 1.29 -1.06
H27 -2.62 7.14 2.28
Br9 2.84 5.84 8.56
C18 -2.74 -1.23 -1.14
H28 1.13 -6.34 0.34
N3 -3.57 -1.19 6.80
C19 2.78 -4.88 0.17
H29 -2.51 6.28 -6.40
H30 -0.14 7.54 3.20
H31 7.11 0.75 1.21
C20 5.93 7.05 -1.50
C21 -2.28 -0.76 0.10
H32 2.89 -3.85 -0.14
C22 -5.39 -12.71 -0.80
C23 8.49 -0.95 1.47
C24 -0.92 -0.16 -2.34
C25 -1.06 6.91 -5.04
C26 -6.71 -0.51 4.81
O5 -5.85 -8.16 -1.81
H33 7.32 8.65 -1.82
H34 3.97 3.52 6.88
O6 -7.23 -9.06 -0.43
H35 -3.64 -13.77 -1.38
C27 2.88 3.29 -9.63
C28 2.89 3.56 6.78
C29 -0.45 0.35 -1.07
H36 -6.40 -3.90 4.45
H37 -2.39 -1.46 -3.21
Br10 7.25 7.55 -4.10
C30 -5.07 -2.66 5.41
H38 -3.70 -9.62 -2.26
Br11 2.37 1.79 6.19
C31 -6.16 -11.56 -0.76
H39 7.93 -1.28 2.34
C32 -4.74 -1.38 5.90
Br12 10.49 -1.10 1.79
H40 -1.65 7.44 -4.30
H41 8.17 -1.49 0.58
Br13 1.44 -6.24 -2.01
H42 0.69 -4.66 -0.07
H43 8.01 7.01 -1.70
Br14 9.20 1.09 -0.35

- net charge = 0
- HOMO level (eV) = -9.7
- lowest unoccupied orbital energy (eV) = -0.68
- Kohn-Sham gap (eV) = 9.043
- structure (SMILES) = O=[N+]([O-])c1ccccc1.O=[N+]([O-])c1ccccc1.O=[N+]([O-])c1ccccc1.BrCCBr.BrCCBr.BrCCBr.BrCCBr.BrCCBr.BrCCBr.BrCCBr
- 2S+1 = 1


A molecular structure, C29H27BBaF4N2OPSe2, computed with ωB97M-V with the def2-TZVPD basis set.

Geometry (Å):
C1 -0.65 -5.72 -0.56
C2 -0.85 -2.98 -0.07
H1 5.77 1.49 -0.24
C3 -2.31 -0.15 -1.87
H2 -0.58 -6.78 -0.74
C4 3.36 3.56 -0.91
Ba1 1.91 0.49 -0.92
F1 3.67 -0.70 -4.26
C5 -0.05 -3.78 0.74
F2 4.66 1.24 -3.49
H3 -5.56 0.65 -2.39
Se1 1.39 3.97 1.57
C6 1.96 -3.07 -2.44
H4 0.66 -5.76 1.14
C7 -0.49 3.49 1.76
H5 3.46 5.51 -1.78
B1 3.74 0.28 -3.33
H6 -0.47 4.03 3.86
H7 -2.95 2.41 -0.03
H8 7.13 3.37 -1.13
F3 2.38 0.93 -3.24
C8 5.30 2.41 -0.57
H9 -4.13 2.56 2.14
C9 -2.38 -0.59 -0.55
C10 0.05 -5.15 0.50
H10 -3.69 -0.88 1.14
H11 0.51 -3.36 1.57
C11 -2.38 3.30 3.17
H12 1.45 -1.48 -3.45
Se2 1.40 3.64 -0.80
H13 -1.99 -5.36 -2.19
C12 -2.03 -1.72 4.12
H14 0.18 0.71 2.10
N1 -1.14 3.06 0.70
C13 -1.89 -1.90 2.76
H15 -2.16 -2.95 -1.77
C14 -0.57 0.19 4.03
C15 -2.43 2.75 0.85
H16 3.03 -2.95 -2.57
P1 -0.84 -1.18 0.21
H17 -0.05 1.00 4.51
H18 5.96 5.42 -1.94
C16 -3.09 2.84 2.07
H19 -5.70 -0.11 -0.04
H20 -2.39 -2.73 2.27
C17 -4.67 0.30 -1.88
C18 -1.37 -0.68 4.76
H21 -1.47 -0.55 5.83
C19 -0.44 0.01 2.65
C20 -1.54 -3.56 -1.13
C21 -1.44 -4.92 -1.37
O1 1.29 -1.80 -2.55
C22 -1.05 3.65 3.02
C23 -4.75 -0.12 -0.56
H22 -3.37 0.62 -3.56
N2 3.97 2.45 -0.48
C24 -1.10 -1.03 2.00
C25 -3.62 -0.56 0.10
H23 -2.64 -2.40 4.70
C26 4.02 4.65 -1.44
C27 5.40 4.59 -1.53
H24 -1.37 -0.17 -2.40
C28 -3.45 0.29 -2.54
C29 6.05 3.46 -1.08
H25 1.56 -3.76 -3.18
H26 -2.85 3.39 4.14
H27 1.73 -3.46 -1.45
F4 3.92 -0.36 -1.98

- net charge = +1
- HOMO level (eV) = -11.0
- lowest unoccupied orbital energy (eV) = -3.24
- Kohn-Sham gap (eV) = 7.810
- 2S+1 = 1
- energy relative to the best compared isomer or geometry (same formula, charge and spin) (eV) = 0.470


A gas-phase ion, C5H13N2O (charge +1), computed with ωB97M-V with the def2-TZVPD basis set.

Geometry (Å):
H1 -0.11 -0.42 -2.46
H2 -1.54 0.99 0.23
H3 0.31 1.96 -2.58
H4 -0.07 0.28 2.74
H5 1.37 -0.73 1.38
H6 1.50 -0.09 -1.82
N1 -1.56 0.68 1.22
O1 -0.71 1.88 -0.86
C1 0.42 -0.06 -1.58
N2 0.02 -0.70 -0.35
H7 -2.20 1.27 1.75
C2 0.02 1.38 -1.69
C3 -0.18 0.71 1.75
H8 1.38 0.80 0.33
C4 0.51 -2.09 -0.46
H9 -0.01 -2.61 -1.26
H10 0.09 1.76 1.75
C5 0.82 -0.04 0.73
H11 -2.01 -0.23 1.34
H12 1.59 -2.12 -0.62
H13 0.38 -2.62 0.48

- net charge = +1
- HOMO level (eV) = -13.8
- lowest unoccupied orbital energy (eV) = -2.98
- Kohn-Sham gap (eV) = 10.812
- structure (SMILES) = CN(CC=O)CC[NH3+]
- 2S+1 = 1
- energy relative to the best compared isomer or geometry (same formula, charge and spin) (eV) = 2.046


5 unconnected molecules or ions with the total composition C20H42BNO11PS4, computed with ωB97M-V with the def2-TZVPD basis set.

Geometry (Å):
H1 8.60 7.48 -0.93
H2 -10.15 -2.53 1.25
H3 5.49 2.73 -0.22
C1 -4.24 -3.28 1.69
H4 0.21 -3.73 1.91
O1 7.08 3.89 -2.68
H5 -8.44 -2.04 1.28
H6 4.29 -0.76 1.01
H7 0.25 -2.67 -0.94
H8 -4.99 -5.16 -0.72
C2 2.51 3.14 1.30
H9 1.57 3.14 0.75
S1 7.93 4.80 -1.97
H10 -11.27 -1.76 -1.33
H11 9.09 7.95 -3.30
H12 5.97 -1.38 1.11
H13 2.33 2.98 2.36
C3 3.34 4.39 1.00
C4 -10.27 -1.34 -1.48
C5 -5.27 -5.51 1.40
H14 -0.31 -1.59 2.87
C6 6.94 6.16 -1.34
H15 -6.01 -3.97 2.76
H16 -8.78 -0.30 -0.30
H17 -3.70 -3.30 2.64
C7 -9.33 -2.41 -2.01
S2 -8.96 -3.43 -0.59
C8 -5.57 -4.05 1.77
C9 8.32 7.21 -3.06
C10 8.87 5.79 -3.15
H18 2.74 5.29 1.09
H19 -6.28 -3.65 1.04
H20 6.75 6.01 -0.28
H21 -9.76 -3.04 -2.79
H22 4.32 2.35 -1.50
O2 2.36 -3.04 3.02
H23 3.07 4.32 -1.14
H24 7.51 7.34 -3.78
H25 8.74 5.35 -4.14
O3 3.34 -3.40 0.99
H26 -6.19 -6.08 1.22
H27 -4.73 -6.00 2.21
H28 6.00 6.17 -1.89
C11 7.77 7.41 -1.64
O4 2.66 0.87 -0.04
O5 5.17 -3.39 2.31
H29 4.65 4.93 -0.66
S3 -3.23 -4.13 0.48
O6 -9.94 -4.47 -0.49
O7 -3.11 -3.32 -0.71
B1 0.63 -2.24 0.15
H30 1.65 -1.63 -0.05
C12 -9.68 -0.90 -0.13
C13 4.52 -2.86 1.45
O8 4.40 1.37 1.72
H31 4.17 4.47 1.71
H32 4.99 -1.75 -0.31
C14 -9.32 -2.17 0.65
H33 9.92 5.74 -2.85
O9 -7.55 -3.73 -0.56
O10 -2.09 -4.70 1.15
S4 3.50 1.79 0.67
O11 8.81 4.36 -0.92
H34 7.18 8.31 -1.55
H35 -0.48 0.20 0.32
H36 -10.38 -0.28 0.43
C15 3.88 4.20 -0.42
H37 -8.39 -1.98 -2.36
C16 -4.41 -5.45 0.15
H38 -4.37 -2.25 1.37
N1 -0.98 -0.97 2.42
H39 -1.98 -1.44 0.18
H40 1.07 -4.45 0.54
H41 -3.86 -6.37 -0.05
H42 -10.36 -0.51 -2.17
P1 -0.78 -1.09 0.82
C17 4.95 -1.60 0.77
C18 4.44 2.77 -0.51
C19 2.23 -3.32 1.85
C20 0.95 -3.54 1.14

- net charge = -1
- HOMO level (eV) = -3.7
- lowest unoccupied orbital energy (eV) = 1.62
- Kohn-Sham gap (eV) = 5.275
- 2S+1 = 1


A single C6H6N2 molecule, computed with ωB97M-V with the def2-TZVPD basis set.

Geometry (Å):
C1 -1.41 0.00 0.79
H1 -0.65 1.41 -1.85
C2 -0.42 1.32 -0.87
H2 -2.59 1.65 0.18
C3 0.82 -1.55 0.66
H3 2.95 -1.62 -0.18
N1 0.35 0.10 -0.55
C4 -1.63 1.07 0.06
N2 1.52 -0.05 -1.02
C5 -0.11 -0.60 0.52
H4 -1.98 -0.37 1.64
C6 1.88 -1.17 -0.26
H5 0.25 2.14 -0.43
H6 1.02 -2.34 1.32

- net charge = 0
- HOMO level (eV) = -8.5
- lowest unoccupied orbital energy (eV) = 0.90
- Kohn-Sham gap (eV) = 9.425
- structure (SMILES) = C1=Cc2ccnn2C1
- 2S+1 = 1
- energy relative to the best compared isomer or geometry (same formula, charge and spin) (eV) = 1.776


A molecular structure, C16H27Cl2NO4Tl, computed with ωB97M-V with the def2-TZVPD basis set.

Geometry (Å):
H1 -2.97 -3.63 3.48
C1 0.43 3.54 -1.43
C2 2.41 -0.18 -1.18
H2 0.61 4.17 -2.30
H3 1.28 -3.84 -3.55
C3 -2.39 1.61 0.54
H4 -2.60 -0.49 0.08
H5 0.21 2.58 2.26
H6 1.14 3.81 -0.65
H7 3.65 -1.45 -2.43
H8 -1.96 -4.59 1.44
H9 3.27 -0.08 3.98
H10 4.56 0.07 2.75
O1 0.58 -2.24 -1.78
C4 -1.19 -0.95 2.45
H11 -1.47 2.45 2.84
C5 -0.64 -1.47 1.28
C6 -1.56 1.41 -2.37
H12 3.30 -2.13 -0.85
O2 -1.53 0.39 -1.38
O3 0.65 2.18 -1.74
C7 -0.92 -2.79 0.92
Tl1 0.64 -0.39 0.00
C8 -0.83 2.63 1.96
C9 -2.02 -1.72 3.24
H13 -0.59 3.72 -1.06
H14 -2.17 1.07 -3.21
H15 -0.16 2.44 -3.63
O4 -1.05 1.63 0.98
C10 -2.60 0.47 -0.44
H16 -0.96 0.06 2.76
H17 -0.51 -3.21 0.02
H18 2.18 0.49 -1.99
Cl1 3.07 -1.67 2.26
C11 1.73 -2.37 -2.23
H19 0.31 0.79 -3.18
H20 2.94 -3.36 -3.56
H21 -2.62 2.58 0.08
N1 2.01 -3.25 -3.20
H22 -3.08 1.48 1.38
H23 -3.56 0.60 -0.95
H24 -2.45 -1.31 4.14
C12 2.87 -1.55 -1.67
C13 -1.75 -3.56 1.72
Cl2 2.62 1.24 2.15
C14 -2.31 -3.03 2.87
H25 -2.02 2.32 -1.97
H26 -1.05 3.62 1.57
C15 -0.15 1.71 -2.82
C16 3.51 -0.09 2.93
H27 3.15 0.27 -0.53

- net charge = +1
- HOMO level (eV) = -11.8
- lowest unoccupied orbital energy (eV) = -1.96
- Kohn-Sham gap (eV) = 9.882
- 2S+1 = 1
- energy relative to the best compared isomer or geometry (same formula, charge and spin) (eV) = 0.624


2 unconnected molecules or ions with the total composition H6N2, computed with ωB97M-V with the def2-TZVPD basis set.

Geometry (Å):
H1 -1.40 1.34 0.60
N1 2.00 -0.67 -0.34
H2 -1.26 -0.09 -0.04
N2 -1.77 0.77 -0.15
H3 2.22 -1.20 0.49
H4 1.07 -0.98 -0.62
H5 1.84 0.30 -0.06
H6 -2.71 0.53 0.11

- net charge = 0
- HOMO level (eV) = -10.4
- lowest unoccupied orbital energy (eV) = 0.87
- Kohn-Sham gap (eV) = 11.233
- structure (SMILES) = N.N
- 2S+1 = 1
- energy relative to the best compared isomer or geometry (same formula, charge and spin) (eV) = 0.127


2 unconnected molecules or ions with the total composition C6H12NO, computed with ωB97M-V with the def2-TZVPD basis set.

Geometry (Å):
H1 -1.45 -1.37 2.18
H2 0.33 1.01 -2.84
H3 -2.46 0.49 -0.13
H4 -0.81 -0.25 -2.15
C1 0.90 0.45 -0.90
H5 -1.61 -2.05 0.43
H6 1.04 -1.73 -1.43
C2 0.11 0.19 -2.12
N1 0.43 0.44 1.86
H7 2.56 1.27 -0.47
H8 -2.11 0.90 1.54
H9 -0.11 0.98 2.48
H10 1.03 1.06 1.29
H11 0.71 -0.43 2.06
C3 -0.43 -0.05 0.78
C4 -1.39 -1.13 1.13
C5 1.28 -0.73 -1.79
H12 2.25 -0.70 -2.35
O1 1.61 1.41 -0.32
C6 -1.87 0.24 0.75

- net charge = +1
- HOMO level (eV) = -13.1
- lowest unoccupied orbital energy (eV) = -3.05
- Kohn-Sham gap (eV) = 10.100
- 2S+1 = 1
- energy relative to the best compared isomer or geometry (same formula, charge and spin) (eV) = 4.888


8 unconnected molecules or ions with the total composition C17H37N15O9, computed with ωB97M-V with the def2-TZVPD basis set.

Geometry (Å):
N1 -7.50 -1.81 1.77
C1 -0.01 1.28 2.42
H1 -1.00 5.57 2.11
C2 -2.67 -0.93 -3.93
C3 -2.91 -1.05 3.33
H2 -3.67 -3.83 -0.51
C4 0.64 0.89 4.55
N2 -2.15 -0.28 -5.01
H3 1.11 -1.46 2.60
H4 4.26 -3.47 -6.24
N3 -3.90 -3.23 0.26
H5 3.72 4.95 -4.39
H6 6.34 2.97 -5.69
H7 -9.74 -2.81 2.48
N4 -8.94 -3.36 2.71
O1 4.04 2.05 -5.65
C5 2.12 -1.17 2.91
O2 5.30 -1.55 -3.93
N5 5.66 3.60 -5.31
H8 2.24 -1.48 3.95
H9 -3.13 -1.91 5.29
C6 -2.18 -0.21 2.50
O3 4.39 -1.53 0.82
H10 0.33 3.85 2.99
C7 4.83 -1.87 -5.01
H11 -2.86 -0.81 -1.93
O4 -4.79 -1.31 1.06
C8 -4.52 -2.03 0.10
N6 -0.46 6.24 2.64
C9 -1.40 -0.65 5.19
N7 3.47 4.04 -4.72
H12 7.10 -0.09 0.00
H13 2.36 0.55 1.67
H14 -2.45 -0.05 1.47
N8 4.65 -3.18 -5.36
H15 5.96 4.50 -4.99
H16 6.19 -1.33 -1.80
H17 -0.69 7.21 2.58
H18 -5.26 -0.80 -1.32
O5 1.12 1.30 5.56
H19 -8.28 -1.23 1.51
C10 -0.66 0.15 4.35
H20 4.72 -2.18 -1.56
O6 -6.70 -3.70 2.73
H21 -2.28 -0.71 -5.91
H22 4.57 0.02 -5.70
N9 5.45 -1.60 -1.19
C11 -1.04 0.37 3.03
C12 4.37 3.16 -5.26
C13 -7.65 -3.00 2.42
H23 -1.65 0.59 -4.95
H24 1.59 4.24 4.10
N10 -4.81 -1.68 -1.18
H25 3.20 0.67 3.20
H26 -6.55 -1.52 1.54
H27 -3.69 -3.52 1.20
N11 -2.48 -0.33 -2.72
O7 -3.27 -1.99 -4.03
N12 1.15 1.13 3.23
O8 -0.11 2.04 1.50
N13 0.84 4.55 3.51
C14 0.57 5.88 3.46
H28 4.92 -3.88 -4.69
N14 6.33 -0.38 0.56
H29 -3.79 -1.54 2.94
O9 1.21 6.71 4.10
H30 -9.07 -4.23 3.20
H31 4.06 -1.20 -6.82
H32 -2.00 0.54 -2.59
H33 2.80 -1.71 2.26
H34 2.52 3.74 -4.67
H35 -1.07 -0.82 6.21
C15 5.33 -1.20 0.10
H36 6.27 -0.06 1.51
N15 4.45 -0.95 -5.94
C16 -2.54 -1.25 4.66
C17 2.28 0.34 2.73
H37 -4.59 -2.25 -1.98

- net charge = 0
- HOMO level (eV) = -9.1
- lowest unoccupied orbital energy (eV) = 0.08
- Kohn-Sham gap (eV) = 9.195
- structure (SMILES) = CCN1C(=O)c2ccccc2C1=O.NC(N)=O.NC(N)=O.NC(N)=O.NC(N)=O.NC(N)=O.NC(N)=O.NC(N)=O
- 2S+1 = 1